Density functional theory data (ωB97M-V/def2-TZVPD) for a structure of composition C32H57As2Cl3CoN3O9Si at a distorted geometry.

As for the multiplicity: 5. The value obtained for the energy above the lowest of the compared OMol25 structures with the same formula, charge and spin is 121.69 kJ/mol. Its expectation value of S² is 6.3888. Its total energy is -9618.7074 a.u. The calculation puts the HOMO energy (spin up / spin down) at -12.75 / -13.66 eV. Its largest force on an atom is 2.149 eV Å⁻¹. The calculation puts the frontier orbital gap (spin up / spin down) at 6.17 / 6.88 eV. Its total charge is +2.

The geometry in XYZ format:
```
108
Properties=species:S:1:pos:R:3:forces:R:3
As 4.56297 0.92132 1.86819 -0.06 -0.05 -0.22
As 2.09783 -0.48042 -0.71755 0.26 0.09 0.33
Co -1.01439 -0.84857 0.23456 0.35 0.17 -1.24
Cl 1.15116 -3.00518 4.56733 -0.30 0.14 -0.11
Cl -0.98113 -1.29543 5.61620 0.07 -0.07 -0.17
Cl -1.64549 -3.87055 4.41943 0.17 0.19 -0.05
Si -2.12834 -0.87077 -1.98255 -0.80 0.10 -1.30
O 4.40985 3.68981 -1.13022 0.00 0.01 0.08
O 5.87373 3.04901 0.45013 -0.02 -0.10 0.05
O 2.10950 1.92450 3.07723 0.21 -0.15 0.01
O 3.30028 1.43333 -3.05689 -0.08 0.07 0.06
O 0.61445 0.94901 1.71167 0.17 0.03 -0.08
O 3.62454 -2.69154 2.43843 0.02 0.07 0.01
O -0.14504 -2.66405 -0.29338 -0.32 -0.11 -0.14
O 2.93861 -3.27198 0.37546 -0.03 0.21 -0.08
O 1.79318 2.77030 -2.16730 -0.09 0.00 -0.07
N -3.32915 2.38357 1.53814 -0.01 0.03 -0.02
N -0.75200 -1.37441 2.05066 0.31 -1.07 1.84
N -2.01521 0.75018 0.53438 -0.08 0.48 -0.24
C 1.31292 3.46082 -1.01474 0.11 0.03 -0.01
C -2.91907 1.12130 1.41668 -0.18 -0.09 -0.08
C -4.00140 -2.17872 -0.26038 0.01 0.09 -0.19
C -0.05500 -3.89826 0.45410 -0.14 -0.13 0.29
C 4.76343 2.92402 -0.26976 0.00 0.11 -0.19
C -1.57078 4.06545 0.94264 -0.14 -0.05 0.05
C -4.11154 2.81927 2.70572 0.05 -0.03 0.29
C 3.47261 -4.58049 0.61868 0.10 -0.18 0.10
C -0.66011 -1.86407 3.07935 0.00 0.39 -0.42
C -2.90904 3.42044 0.59096 0.28 0.13 -0.01
C -0.20336 0.14410 -3.79857 -0.05 -0.04 0.02
C -2.98413 -3.65162 -1.98578 -0.08 0.08 0.00
C -2.98454 0.79390 -2.28938 0.19 -0.24 0.21
C 1.73564 0.97811 2.21723 -0.60 0.19 0.34
C 5.75764 -0.49508 1.22905 -0.09 -0.14 -0.01
C -3.50135 -2.23678 -1.70524 0.63 0.26 0.11
C 1.15894 2.91878 3.45701 -0.21 0.09 0.01
C -3.58195 0.08298 2.27461 0.18 0.04 0.09
C -0.96533 -1.15702 -3.52426 -0.04 -0.06 0.57
C 3.07580 1.23756 -0.72737 -0.12 0.05 -0.21
C -4.66205 -1.92120 -2.65568 -0.02 -0.01 0.01
C 6.69799 4.19576 0.15605 0.01 0.14 -0.10
C 2.78304 1.87958 -2.06955 0.16 -0.05 -0.08
C 4.01315 1.68278 0.10978 0.14 0.00 0.29
C -1.88318 -1.47049 -4.71468 -0.06 0.01 0.04
C 2.79252 0.03445 1.94628 0.58 0.24 0.00
C 3.33160 -1.39715 -1.93941 -0.03 -0.06 -0.10
C -3.26473 3.00877 3.96431 -0.04 0.04 -0.13
C 0.04120 -2.30464 -3.37833 -0.16 0.14 -0.10
C 2.65937 -1.05412 1.05823 -0.24 -0.07 -0.52
C 3.12634 -2.38310 1.37655 -0.07 -0.45 0.25
C -0.53236 -2.48460 4.38302 0.11 -0.47 0.82
H -1.59256 1.52615 0.03801 -0.15 0.05 0.02
H -1.27667 -1.50076 -5.62410 0.02 0.03 0.00
H -3.18915 -2.40038 0.44385 -0.05 -0.06 0.07
H -3.25887 -0.90399 1.97254 -0.02 -0.04 0.05
H 0.50056 -0.00328 -4.62185 0.00 0.00 -0.01
H 1.04126 2.76681 -0.21795 -0.01 -0.05 0.05
H -4.58362 3.76379 2.44642 -0.05 -0.03 -0.09
H -3.33563 0.22357 3.32709 0.00 0.01 0.00
H -4.78434 -2.92631 -0.10757 0.00 -0.01 0.06
H 5.44891 -0.93482 0.28319 -0.03 0.04 0.02
H 4.35802 -1.22721 -1.62336 -0.04 0.03 0.02
H -3.69093 4.17654 0.57615 -0.06 -0.05 -0.04
H -3.41691 0.79773 -3.29214 0.04 -0.04 -0.02
H 0.43413 4.00500 -1.34972 0.01 -0.02 -0.01
H -2.60224 -3.75868 -3.00009 0.02 -0.05 0.03
H -2.87128 2.98568 -0.41025 -0.09 -0.01 0.05
H -0.44827 -3.26056 -3.15758 0.09 0.00 0.03
H 7.53342 4.14858 0.84501 -0.02 -0.04 0.02
H 2.06530 4.16657 -0.66514 -0.01 -0.02 0.02
H -2.65352 -0.71216 -4.86200 0.00 -0.02 -0.04
H -2.20903 -3.95261 -1.27511 -0.04 -0.05 -0.06
H 0.49016 -3.70036 1.37270 0.06 0.04 -0.08
H -2.28039 1.62695 -2.23966 0.01 -0.02 -0.02
H -1.26817 4.75161 0.15233 -0.01 0.00 0.01
H -2.36284 -2.44393 -4.61462 -0.03 0.02 -0.06
H -4.36430 -1.98796 -3.70143 -0.06 0.03 0.01
H 0.79667 -2.06487 -2.63113 0.08 -0.11 0.02
H -4.42317 -1.19944 -0.02394 0.02 -0.03 0.03
H -1.04610 -4.28496 0.69953 -0.01 0.07 -0.07
H -4.91268 2.10698 2.89613 -0.01 0.03 -0.05
H -2.54938 3.81997 3.83738 0.02 0.00 0.01
H 7.04299 4.15283 -0.87471 -0.01 -0.04 0.01
H 3.19803 -0.96850 -2.92978 -0.03 0.07 0.03
H 1.03646 3.65291 2.66078 0.00 -0.04 -0.03
H 3.00470 -5.03284 1.49309 0.00 0.02 -0.02
H 0.37351 0.46667 -2.92900 0.03 0.07 -0.04
H -2.71097 2.10417 4.21852 -0.01 0.00 0.02
H 5.81045 -1.27002 1.99233 -0.01 0.03 0.03
H 4.54697 -4.53030 0.78742 -0.02 0.03 0.00
H -3.81067 -4.35973 -1.87949 0.03 -0.04 0.03
H -5.08371 -0.93203 -2.47602 -0.02 -0.01 -0.02
H -3.79231 0.97660 -1.57925 0.02 -0.03 0.00
H -5.45895 -2.65337 -2.49492 0.00 0.00 0.00
H 6.74769 -0.05779 1.10873 -0.04 0.09 0.01
H -0.87605 0.95164 -4.08859 0.03 0.03 0.03
H -4.66555 0.13659 2.17871 0.00 0.01 -0.03
H 3.12652 -2.46238 -1.96181 -0.10 -0.02 0.08
H 0.56713 -2.44141 -4.32683 0.03 -0.03 0.02
H 1.56847 3.40111 4.33884 0.03 -0.02 -0.02
H -3.91003 3.26100 4.80509 0.01 -0.01 0.00
H 6.12497 5.10870 0.30393 0.00 -0.02 0.02
H 0.49191 -4.63216 -0.13195 0.03 0.03 -0.03
H -1.64653 4.63646 1.86703 0.03 -0.01 0.01
H -0.29036 -2.89632 -1.22220 0.18 0.10 -0.02
H 0.19729 2.46005 3.68871 0.02 0.02 -0.03
H 3.26500 -5.16631 -0.27226 -0.03 0.05 -0.01
H -0.80295 3.30195 1.06995 0.09 0.03 0.03
```
Forces are in eV/Å.

=====

Density functional theory data (ωB97M-V/def2-TZVPD) for a structure of composition C32H46BrMnN3P2 at a distorted geometry.

As for the multiplicity: 6. The value obtained for the energy above the lowest of the compared OMol25 structures with the same formula, charge and spin is 0.00 kJ/mol. Its expectation value of S² is 8.7624. Its total energy is -5818.4831 a.u. The calculation puts the HOMO energy (spin up / spin down) at -13.70 / -13.89 eV. Its largest force on an atom is 3.322 eV Å⁻¹. The calculation puts the frontier orbital gap (spin up / spin down) at 7.29 / 6.79 eV. Its total charge is +2.

The geometry in XYZ format:
```
85
Properties=species:S:1:pos:R:3:forces:R:3
Br 1.04475 4.15399 -4.23389 -1.08 0.20 0.11
Mn -0.31600 0.05651 0.07070 0.71 -0.47 0.74
P 1.81303 0.42353 -1.23050 -0.27 0.38 -0.48
P -0.64447 -2.48213 -0.28488 -0.58 -0.91 -0.31
N 0.77078 0.24891 1.95988 0.11 -0.50 -0.23
N -5.23945 -1.06399 3.22139 -0.13 -0.16 0.24
N 2.28092 -0.30748 3.47138 0.08 -0.24 0.23
C -5.39289 -1.07399 1.89839 0.58 0.40 -0.23
C 2.47579 1.97870 -0.51762 0.11 0.08 0.27
C 1.64435 0.83189 3.97013 0.58 -0.10 -0.24
C -0.51382 -2.90227 -2.08376 0.33 -0.03 0.31
C -0.43360 3.80431 -1.81227 -0.16 -0.36 -0.17
C -2.11810 1.84779 -2.91945 0.13 0.06 0.46
C -3.40894 0.28306 1.59949 -0.56 -1.06 0.67
C -0.44752 3.52664 -3.17854 0.39 0.53 -0.44
C -1.45011 -2.14413 -3.01880 -0.11 0.02 -0.18
C 0.70259 1.19067 3.00866 0.46 -0.20 -0.32
C -3.24136 0.23392 3.00073 -0.37 0.08 -0.33
C -1.17495 2.97121 -0.98140 0.31 0.30 -0.47
C 0.01451 2.39966 3.13221 -0.15 0.18 0.44
C 3.12804 -0.84756 -1.15054 -0.08 -0.22 0.19
C -4.20592 -0.42483 3.77221 0.25 0.12 -0.57
C 2.56826 0.70312 -4.02643 0.15 0.07 -0.25
C -1.91254 1.90609 -1.52351 0.63 0.16 -0.36
C -2.53262 1.08196 0.75848 -0.52 -0.21 -2.86
C -1.41079 2.69556 -3.75936 0.38 0.20 0.36
C -2.37545 0.83979 -0.63591 -1.64 1.43 2.51
C 1.21509 2.79423 5.23528 0.33 -0.65 -0.02
C 0.25259 3.17460 4.28115 -0.21 -0.37 -0.67
C 3.22065 2.94790 -1.42920 0.28 0.38 -0.13
C -2.34186 -3.12164 0.06419 -0.13 0.18 -0.28
C 1.95943 1.61350 5.07193 -0.48 0.59 0.40
C 0.27935 -3.87643 0.49400 -0.04 0.16 0.20
C 1.44168 0.73054 -2.99682 -0.12 -0.04 -0.10
C 4.57091 -0.39035 -1.35276 0.36 -0.04 -0.13
C -2.62695 -3.48373 1.51846 -0.18 0.02 0.18
C -4.51412 -0.40028 1.03917 0.06 0.11 0.51
C 1.73401 -0.62753 2.28622 -0.73 1.22 0.30
C 1.76627 -4.00293 0.21014 0.25 -0.17 0.04
H -3.05523 -2.36590 -0.29889 0.08 -0.27 0.12
H 2.86334 -1.61670 -1.89361 0.00 0.17 0.20
H 4.08751 2.49712 -1.92868 -0.25 0.04 0.15
H 3.02408 -0.29104 -4.11574 -0.06 0.23 0.05
H -0.23773 -4.79247 0.15981 0.07 0.34 0.12
H -0.71935 -3.98350 -2.14529 0.18 0.28 -0.03
H 3.03501 -1.32674 -0.16268 0.08 0.08 -0.38
H 0.53920 -2.73938 -2.36284 -0.27 -0.10 -0.08
H -2.45169 -2.64104 2.19864 -0.01 -0.10 -0.09
H 3.01643 -0.81689 3.95276 -0.24 0.11 -0.25
H -3.68193 -3.76795 1.61458 0.25 0.05 0.04
H 2.57008 3.39268 -2.19547 0.21 -0.30 0.26
H -2.40657 0.73954 3.48600 -0.16 -0.07 -0.13
H 3.12346 1.67598 0.32003 -0.20 0.05 -0.10
H 0.66435 0.00391 -3.28366 0.21 0.16 0.09
H -0.31650 4.09493 4.43488 0.27 -0.30 -0.11
H 2.14243 0.96066 -5.00617 0.16 -0.11 0.21
H 3.60073 3.78043 -0.82043 -0.08 -0.20 -0.15
H 1.38005 3.43441 6.10662 0.01 -0.29 -0.36
H 4.73704 0.07224 -2.33425 -0.11 -0.10 0.30
H 1.61764 2.50536 -0.06949 0.23 -0.18 -0.04
H -1.12724 3.14195 0.09175 0.07 -0.04 -0.24
H -2.50656 -2.32460 -2.77997 0.24 0.04 -0.02
H -2.31126 2.07993 1.15862 0.41 -0.63 -0.16
H 2.35363 -3.24957 0.74752 -0.05 -0.14 -0.18
H -6.25325 -1.60916 1.48298 0.25 0.18 0.30
H 2.07867 -1.45333 1.66426 -0.30 0.26 0.38
H -1.28708 -2.49446 -4.04631 -0.09 0.15 0.22
H -1.54742 2.70130 -4.83436 0.11 -0.24 0.08
H 3.35265 1.44219 -3.81730 -0.22 -0.25 -0.01
H -1.27340 -1.05988 -3.00999 -0.01 -0.16 0.06
H 2.10298 -4.98372 0.56948 0.04 0.26 -0.13
H -2.92474 0.02783 -1.11822 0.39 -0.19 0.35
H -2.02479 -4.33685 1.85519 -0.19 0.24 -0.09
H 0.95342 1.71231 -3.02101 0.10 -0.32 0.12
H 2.00342 -3.93864 -0.85881 -0.03 -0.02 0.23
H -4.75016 -0.34264 -0.02501 0.13 -0.01 0.32
H -2.45580 -4.01883 -0.56766 -0.01 0.30 0.11
H 4.90019 0.30977 -0.57455 -0.13 -0.12 -0.20
H -0.67763 2.70728 2.34469 0.18 0.07 0.44
H 2.74141 1.29601 5.76298 -0.27 0.26 -0.09
H 5.22559 -1.27064 -1.29608 -0.11 0.25 -0.01
H 0.10266 -3.77867 1.57580 0.07 -0.15 -0.27
H -4.13644 -0.41056 4.86502 -0.10 -0.14 -0.41
H -2.81930 1.12861 -3.33553 0.14 0.03 0.05
H 0.16655 4.61985 -1.41815 0.04 -0.26 -0.05
```
Forces are in eV/Å.

=====

Density functional theory data (ωB97M-V/def2-TZVPD) for a structure of composition C3H6CuO5 at a distorted geometry.

As for the multiplicity: 2. Its expectation value of S² is 0.7547. Its total energy is -2134.4301 a.u. The calculation puts the HOMO energy (spin up / spin down) at -8.59 / -8.59 eV. Its largest force on an atom is 5.782 eV Å⁻¹. The calculation puts the frontier orbital gap (spin up / spin down) at 7.92 / 5.52 eV. Its total charge is 0.

The geometry in XYZ format:
```
15
Properties=species:S:1:pos:R:3:forces:R:3
Cu -3.09429 -0.47841 -1.64843 -5.29 -1.75 -1.53
O 0.09908 0.53732 -1.03629 1.57 0.63 0.29
O 3.38403 -0.05130 3.67457 -1.61 3.08 -4.15
O -1.41813 -0.30735 -2.40764 2.63 0.86 -0.78
O 2.33838 1.70444 1.56905 -0.20 0.04 -0.58
O -2.01152 0.14127 -0.34935 2.20 1.64 2.61
C 1.95218 1.28147 0.31838 0.00 -1.22 -0.50
C 0.46455 0.94659 0.29855 -1.07 0.29 0.22
C -1.12754 0.16049 -1.26185 -0.37 -1.23 -0.26
H 2.62622 -0.45477 4.10381 -0.32 0.07 -0.09
H 2.91828 0.65461 2.75177 2.01 -3.03 4.15
H -0.13286 1.82651 0.57471 0.16 -0.28 0.03
H 0.24191 0.12872 0.99733 0.06 0.25 -0.17
H 2.13298 2.06052 -0.45245 0.15 0.10 0.52
H 2.50420 0.37823 -0.02765 0.09 0.55 0.24
```
Forces are in eV/Å.

=====

Density functional theory data (ωB97M-V/def2-TZVPD) for an isolated molecule of C8H8N2 at a distorted geometry.

The value obtained for the energy above the lowest of the compared OMol25 structures with the same formula, charge and spin is 505.32 kJ/mol. Its total energy is -418.9932 a.u. The calculation puts the HOMO energy at -9.77 eV. Its largest force on an atom is 5.224 eV Å⁻¹. The calculation puts the frontier orbital gap at 10.40 eV. As for the structure (SMILES): CC#C[C@]1(C#N)CCC=N1. Its total charge is 0.

The geometry in XYZ format:
```
18
Properties=species:S:1:pos:R:3:forces:R:3
N -3.12158 0.58683 -1.53052 2.88 -2.09 0.94
N 0.08242 -0.73585 -1.72217 1.20 -4.03 0.69
C -0.88166 -1.45264 0.51768 0.93 0.02 -1.29
C 0.67850 -1.83443 -1.31631 -1.92 1.81 2.16
C 0.42212 -2.23150 0.18085 0.59 0.02 0.16
C -0.13983 1.08125 -0.07994 -1.46 -3.23 -1.28
C -2.13675 0.03294 -1.19210 -2.81 2.14 -0.73
C 1.04554 3.18466 0.85404 2.42 0.02 2.05
C -0.83424 -0.40284 -0.65992 1.20 4.61 2.15
C 0.47316 2.06575 0.23518 -0.90 -2.09 -0.58
H -1.79087 -2.08556 0.28517 0.96 0.64 1.06
H 1.33618 -1.84161 0.72665 -1.02 0.13 -0.47
H 1.96717 3.56549 0.41815 -0.62 0.70 -0.78
H 0.26370 3.81979 1.15539 -0.60 1.68 -0.17
H 1.43379 -2.38964 -1.77700 1.03 -0.27 -1.51
H 1.49530 2.90077 1.82964 -0.46 -0.38 -0.19
H 0.43862 -3.29575 0.55810 -0.34 0.82 -1.20
H -0.73158 -0.96765 1.51710 -1.09 -0.51 -0.99
```
Forces are in eV/Å.